1.
Here is a molecular structure, C49H50N8P3STeY from the OMol25 dataset. Energies are from wB97M-V/def2-TZVPD.

Each line ends with the Löwdin charge.
Atoms and positions in Å:
1 Y 0.2326 -0.1845 0.0131  0.9106
2 C 4.3138 -2.0010 -2.7506  -0.0189
3 N 4.0849 -0.5682 -2.9378  -0.1282
4 C 4.7675 0.0388 -4.0778  -0.0179
5 C 3.0715 0.0126 -2.2545  -0.4037
6 N 2.2731 -0.6198 -1.4548  0.0286
7 N 2.9210 1.3811 -2.4615  0.1684
8 C 2.2196 2.2664 -1.6684  -0.4704
9 N 2.5606 3.5600 -1.8523  0.2006
10 N 1.3170 1.8927 -0.8256  0.0308
11 H 5.3198 -2.2328 -3.0870  0.0999
12 H 3.6069 -2.6099 -3.3216  0.1023
13 H 4.2545 -2.2714 -1.6985  0.0414
14 H 5.7563 -0.4039 -4.1586  0.0991
15 H 4.9317 1.1089 -3.9603  0.0812
16 H 4.2310 -0.1355 -5.0135  0.1071
17 H 2.4827 -1.6060 -1.4051  -0.0366
18 H 3.5604 1.7999 -3.1108  0.1137
19 H 3.2448 3.8551 -2.5251  0.1182
20 H 2.0839 4.2767 -1.3306  0.1115
21 H 0.9560 2.7102 -0.3409  0.0240
22 N -2.7758 -1.5387 -1.6254  -0.1053
23 P -1.5972 -0.4853 -2.2685  0.9684
24 C -1.1647 -1.3667 -3.7888  -0.3670
25 C -2.1279 -1.5772 -4.7799  -0.0875
26 C -1.8000 -2.2927 -5.9204  -0.0540
27 C -0.5117 -2.7962 -6.0795  -0.0543
28 C 0.4456 -2.5854 -5.1003  -0.0647
29 C 0.1215 -1.8693 -3.9548  -0.1036
30 C -2.5711 0.9413 -2.8405  -0.3864
31 C -2.1645 1.6854 -3.9476  -0.0971
32 C -2.8862 2.8086 -4.3303  -0.0682
33 C -4.0029 3.2020 -3.6020  -0.0637
34 C -4.4030 2.4695 -2.4932  -0.0692
35 C -3.6872 1.3429 -2.1090  -0.1029
36 C -3.0013 -1.7923 -0.2822  -0.4370
37 C -3.9380 -2.7563 0.1051  0.0040
38 C -4.1174 -2.9979 1.4455  -0.0285
39 C -3.3784 -2.2737 2.3823  -0.0431
40 C -2.4956 -1.3424 1.9090  -0.1924
41 N -2.2967 -1.0930 0.6018  -0.0555
42 H -3.2994 -2.1026 -2.2785  0.1155
43 H -3.1273 -1.1665 -4.6725  0.1153
44 H -2.5446 -2.4531 -6.6889  0.1155
45 H -0.2582 -3.3542 -6.9724  0.1160
46 H 1.4433 -2.9873 -5.2265  0.1054
47 H 0.8612 -1.7111 -3.1800  0.0503
48 H -1.2970 1.3769 -4.5224  0.1112
49 H -2.5895 3.3676 -5.2087  0.1132
50 H -4.5616 4.0800 -3.9010  0.1150
51 H -5.2807 2.7693 -1.9338  0.1108
52 H -4.0043 0.7701 -1.2433  0.0974
53 H -4.4955 -3.3008 -0.6462  0.1231
54 H -4.8277 -3.7486 1.7695  0.1238
55 H -3.4898 -2.4395 3.4445  0.1165
56 H -1.8993 -0.7530 2.5990  0.0884
57 N -0.5266 2.0236 2.6011  -0.4000
58 P 1.0558 1.4384 2.3784  0.9034
59 C 2.0796 2.9050 2.0748  -0.3859
60 C 1.5550 4.1871 1.9801  -0.0960
61 C 2.3947 5.2656 1.7030  -0.0682
62 C 3.7537 5.0605 1.5135  -0.0714
63 C 4.2810 3.7738 1.5919  -0.0672
64 C 3.4477 2.7012 1.8668  -0.0938
65 C 1.5553 0.8917 4.0168  -0.3719
66 C 1.9621 -0.4261 4.1953  -0.0903
67 C 2.3349 -0.8710 5.4587  -0.0557
68 C 2.2882 -0.0024 6.5381  -0.0524
69 C 1.8877 1.3197 6.3607  -0.0588
70 C 1.5331 1.7717 5.1012  -0.0842
71 P -1.6588 1.9008 1.3229  0.9326
72 C -3.2111 1.9756 2.2590  -0.3688
73 C -4.3597 2.4684 1.6332  -0.0899
74 C -5.5491 2.5642 2.3382  -0.0565
75 C -5.6041 2.1604 3.6680  -0.0568
76 C -4.4743 1.6411 4.2834  -0.0600
77 C -3.2804 1.5393 3.5797  -0.1077
78 C -1.6615 3.5378 0.5052  -0.3800
79 C -1.3698 3.6362 -0.8517  -0.1332
80 C -1.3554 4.8744 -1.4894  -0.0679
81 C -1.6387 6.0238 -0.7653  -0.0558
82 C -1.9445 5.9367 0.5919  -0.0562
83 C -1.9636 4.7033 1.2174  -0.1020
84 H -0.7182 2.6572 3.3725  0.0738
85 H 0.4951 4.3608 2.1168  0.0781
86 H 1.9826 6.2661 1.6459  0.1119
87 H 4.4068 5.9025 1.3158  0.1130
88 H 5.3415 3.6113 1.4432  0.1124
89 H 3.8620 1.6992 1.9361  0.1128
90 H 1.9924 -1.1096 3.3548  0.0682
91 H 2.6647 -1.8930 5.5941  0.1025
92 H 2.5710 -0.3498 7.5239  0.1159
93 H 1.8650 1.9977 7.2046  0.1145
94 H 1.2555 2.8124 4.9630  0.1088
95 H -4.3183 2.7914 0.5975  0.0946
96 H -6.4316 2.9651 1.8548  0.1138
97 H -6.5283 2.2531 4.2238  0.1150
98 H -4.5191 1.3145 5.3148  0.1136
99 H -2.4094 1.1179 4.0692  0.0960
100 H -1.1645 2.7437 -1.4275  0.0645
101 H -1.1476 4.9355 -2.5513  0.1081
102 H -1.6385 6.9878 -1.2584  0.1137
103 H -2.1805 6.8323 1.1534  0.1156
104 H -2.2243 4.6429 2.2697  0.1171
105 Te 0.3228 -3.0917 0.0175  0.7923
106 C 1.9455 -3.3638 1.3234  -1.0531
107 C 1.9226 -3.5264 2.6788  -0.2830
108 C 3.2093 -3.8243 3.2279  -0.1959
109 C 4.1837 -3.8833 2.2804  -0.4017
110 S 3.5368 -3.5918 0.7211  0.9189
111 H 1.0151 -3.4637 3.2656  0.1030
112 H 3.3927 -4.0031 4.2798  0.1053
113 H 5.2336 -4.1040 2.4092  0.0734

Atomic forces in eV per Å
0.40 0.50 -0.71
0.00 0.05 -0.09
0.07 -0.04 0.06
-0.02 -0.03 0.01
-0.08 0.01 -0.09
-0.54 0.40 0.60
-0.07 -0.05 0.09
0.03 -0.06 -0.02
-0.06 0.05 -0.08
-0.48 -0.44 0.22
0.01 0.00 -0.04
-0.02 0.02 0.02
0.04 0.03 0.00
0.01 -0.02 -0.01
0.05 -0.04 0.03
-0.02 0.01 0.02
-0.02 -0.14 -0.02
0.02 0.01 0.01
0.05 -0.01 0.04
0.00 -0.01 0.00
0.01 0.06 -0.01
0.09 -0.03 0.05
-0.21 -0.20 -0.03
0.02 0.17 -0.03
0.04 0.01 -0.06
0.03 0.00 0.04
-0.07 0.01 -0.03
0.01 0.01 0.04
0.02 -0.04 -0.02
0.03 0.00 0.04
0.00 0.03 0.01
0.01 -0.02 0.04
0.03 0.02 -0.01
0.04 -0.04 0.04
-0.03 0.03 -0.01
-0.02 0.06 -0.08
-0.05 -0.03 -0.04
-0.05 -0.05 0.01
-0.07 -0.06 0.05
0.13 0.13 -0.06
0.47 0.03 -0.12
-0.06 -0.02 0.03
0.04 -0.01 -0.01
0.01 -0.01 0.01
-0.02 0.02 0.03
-0.02 0.01 0.01
-0.02 -0.03 -0.01
-0.06 0.00 -0.01
0.02 0.00 0.03
0.00 -0.05 -0.01
0.02 0.00 -0.01
-0.02 0.00 -0.04
0.01 0.00 0.03
0.03 0.03 -0.02
-0.01 0.02 -0.03
0.04 -0.02 0.00
0.00 0.09 0.02
-0.41 -0.04 0.18
0.22 -0.11 -0.09
0.03 0.14 -0.06
0.00 -0.04 -0.02
-0.01 0.01 0.00
-0.06 -0.03 -0.01
-0.01 0.05 0.05
0.09 -0.02 0.01
-0.02 0.01 0.07
-0.01 0.03 -0.02
0.00 0.00 -0.01
-0.01 0.01 -0.02
0.04 -0.01 0.06
0.60 0.60 -0.04
-0.12 -0.18 -0.17
0.03 -0.05 0.02
0.01 -0.03 0.01
0.02 0.01 -0.02
0.00 -0.01 -0.02
-0.06 -0.01 0.05
-0.19 0.06 0.04
0.00 0.06 0.00
-0.03 0.05 0.09
0.02 -0.05 -0.01
0.02 0.03 -0.05
0.03 -0.04 0.04
0.01 0.01 -0.01
0.03 0.00 0.01
0.01 -0.04 0.02
-0.04 -0.05 0.00
-0.04 0.01 0.03
0.00 0.04 0.00
0.02 0.00 0.00
-0.03 0.02 0.00
0.00 0.02 -0.03
0.01 -0.03 -0.03
0.01 -0.03 0.00
0.01 0.04 0.07
0.03 -0.03 0.02
0.02 -0.02 -0.02
0.00 0.02 -0.03
-0.01 0.07 -0.01
-0.02 -0.05 -0.05
0.00 -0.02 0.05
0.00 -0.02 0.02
0.01 -0.03 -0.02
-0.02 0.01 -0.02
-0.08 -0.72 0.11
0.11 0.05 -0.08
0.13 -0.08 0.10
-0.12 0.04 -0.04
0.03 0.02 0.01
0.07 -0.01 0.04
0.03 -0.02 -0.03
-0.01 -0.02 -0.08
-0.09 0.03 0.02

The total energy is -4063.643916 Eh. For the HOMO energy, the calculation gives -11.8 eV. Its energy relative to the best compared isomer or geometry (same formula, charge and spin) is 66.26 kJ/mol. As for the total charge: +2. The spin multiplicity is 1. The largest force on an atom is 0.95 eV/A. The HOMO-LUMO gap comes out at 7.17 eV.


2.
Here is 6 unconnected molecules or ions with the total composition C49H51BN4O3 at a distorted geometry from the OMol25 dataset. Energies are from wB97M-V/def2-TZVPD.

Each line ends with the Löwdin charge.
Atoms and positions in Å:
1 C 1.6333 -1.4019 -1.5721  -0.0877
2 C 0.2397 -2.2894 -1.5043  -0.2205
3 O 0.3766 -3.5629 -0.7752  -0.0771
4 B 0.4107 -3.3291 0.7025  -0.4341
5 O -0.8005 -2.8273 1.3813  0.0251
6 C 1.8518 -3.6915 1.4719  0.0372
7 C 2.7551 -4.8794 0.7278  0.0746
8 C 4.2098 -5.2762 1.3746  -0.1502
9 N 5.0404 -6.3681 0.6750  0.0170
10 C 4.7091 -4.4868 2.7222  -0.0346
11 C 6.2075 -4.8291 3.3804  -0.1756
12 C 7.1501 -3.5181 3.0968  -0.1130
13 C 8.1745 -3.6596 1.8247  -0.2554
14 O 8.9851 -2.5949 1.5795  -0.0492
15 N 8.3420 -4.8650 0.9263  0.0048
16 C 7.8391 -4.6219 -0.4828  -0.1707
17 C 7.2103 -3.2188 -1.0574  -0.0028
18 C 6.6549 -3.1387 -2.6323  -0.0560
19 C 6.7283 -4.4425 -3.6719  -0.0824
20 C 7.3752 -5.8424 -3.0879  -0.0788
21 C 7.9090 -5.9101 -1.5326  -0.0346
22 C 3.7837 -3.3365 3.4887  -0.1029
23 N 4.3555 -2.7269 4.7372  0.0387
24 C 3.4097 -1.7370 5.3565  -0.0595
25 C 1.9692 -1.3481 4.7081  -0.0618
26 N 1.3908 -1.9027 3.4365  0.0575
27 C 2.3376 -2.9229 2.8706  -0.0957
28 H 1.5916 -0.5904 -0.7199  0.0795
29 H 2.6089 -2.0375 -1.4438  0.0875
30 H 1.7413 -0.8270 -2.6019  0.0847
31 H -0.6688 -1.6865 -1.0475  0.1016
32 H -0.0421 -2.5469 -2.6146  0.1331
33 H -0.8110 -1.8238 1.1936  0.1198
34 H 2.3462 -5.4077 -0.2533  0.1225
35 H 4.7721 -7.2764 1.1608  0.0951
36 H 6.0434 -6.2283 0.9478  0.0290
37 H 6.6467 -5.8494 3.0091  0.1034
38 H 6.0591 -4.9493 4.5576  0.1185
39 H 7.7693 -3.3224 4.0980  0.1399
40 H 6.4605 -2.5566 2.9627  0.1301
41 H 9.3642 -5.0970 0.8883  0.1332
42 H 7.1053 -2.2755 -0.3640  0.0883
43 H 6.1613 -2.1672 -3.0875  0.0787
44 H 6.3243 -4.3756 -4.7930  0.0866
45 H 7.4055 -6.7816 -3.8230  0.0895
46 H 8.3545 -6.9423 -1.1413  0.0902
47 H 3.7376 -1.1917 6.3457  0.1049
48 H 1.3099 -0.5480 5.2941  0.1041
49 C -2.5127 2.3473 -1.7091  -0.0848
50 C -3.7662 2.6927 -2.2133  -0.0789
51 C -4.7655 1.7261 -2.3220  -0.1048
52 C -4.5142 0.4149 -1.9167  -0.1000
53 C -3.2618 0.0704 -1.4089  -0.0949
54 C -2.2595 1.0350 -1.3090  -0.0953
55 H -1.7330 3.1001 -1.6277  0.0876
56 H -3.9641 3.7159 -2.5226  0.0858
57 H -5.7400 1.9940 -2.7212  0.0987
58 H -5.2944 -0.3374 -1.9967  0.1056
59 H -3.0666 -0.9510 -1.0917  0.0951
60 H -1.2823 0.7650 -0.9185  0.0864
61 C -2.1703 0.4460 5.2974  -0.0993
62 C -3.5166 0.5207 5.6534  -0.1038
63 C -4.4280 -0.3986 5.1348  -0.1042
64 C -3.9908 -1.3998 4.2670  -0.0889
65 C -2.6438 -1.4768 3.9140  -0.0830
66 C -1.7341 -0.5517 4.4253  -0.0941
67 H -1.4609 1.1648 5.6991  0.0961
68 H -3.8559 1.2967 6.3351  0.0982
69 H -5.4780 -0.3360 5.4071  0.0991
70 H -4.7001 -2.1193 3.8666  0.1018
71 H -2.3031 -2.2580 3.2390  0.0858
72 H -0.6857 -0.6086 4.1457  0.0568
73 C -8.8145 2.1753 0.6552  -0.0982
74 C -8.9658 2.3581 2.0294  -0.1015
75 C -7.8558 2.2824 2.8702  -0.0984
76 C -6.5916 2.0334 2.3349  -0.0904
77 C -6.4398 1.8544 0.9602  -0.0846
78 C -7.5513 1.9209 0.1205  -0.0927
79 H -9.6804 2.2310 0.0007  0.0986
80 H -9.9498 2.5589 2.4456  0.0985
81 H -7.9750 2.4182 3.9417  0.0981
82 H -5.7257 1.9792 2.9894  0.0960
83 H -5.4544 1.6620 0.5431  0.0897
84 H -7.4335 1.7759 -0.9497  0.0852
85 C 1.0995 3.9142 -2.9795  -0.1014
86 C 1.2073 3.9835 -1.5909  -0.1072
87 C 1.7082 5.1360 -0.9862  -0.0948
88 C 2.0924 6.2240 -1.7705  -0.0963
89 C 1.9810 6.1560 -3.1590  -0.0972
90 C 1.4888 5.0000 -3.7642  -0.0968
91 H 0.7123 3.0145 -3.4507  0.0997
92 H 0.9015 3.1382 -0.9794  0.0943
93 H 1.7984 5.1871 0.0955  0.1006
94 H 2.4781 7.1241 -1.2991  0.1002
95 H 2.2789 7.0046 -3.7699  0.1004
96 H 1.4074 4.9454 -4.8462  0.0996
97 C -6.5185 6.3850 -4.7693  -0.0971
98 C -6.1725 6.4708 -6.1175  -0.0983
99 C -4.8307 6.4472 -6.4968  -0.0973
100 C -3.8344 6.3277 -5.5275  -0.0949
101 C -4.1806 6.2381 -4.1795  -0.1079
102 C -5.5221 6.2711 -3.7995  -0.1014
103 H -7.5642 6.4069 -4.4738  0.0998
104 H -6.9492 6.5571 -6.8732  0.0997
105 H -4.5612 6.5208 -7.5468  0.0995
106 H -2.7889 6.3043 -5.8232  0.0995
107 H -3.4041 6.1433 -3.4244  0.0982
108 H -5.7912 6.2069 -2.7489  0.1010

Atomic forces in eV per Å
-0.19 0.55 0.29
-0.12 0.33 -1.28
0.33 2.17 2.51
-0.31 -0.23 -0.71
2.86 1.45 -1.88
2.56 -2.11 -0.02
0.65 2.83 3.65
-1.40 2.56 2.08
-1.08 1.02 2.84
-1.87 -0.87 -1.83
-1.54 0.71 0.35
0.01 -0.51 0.41
4.06 5.82 -0.94
-4.94 -6.56 1.65
-0.72 1.69 -0.83
-1.47 0.14 -4.50
0.00 -3.09 -2.29
1.23 -3.78 0.60
1.52 -0.18 4.42
-0.47 3.50 2.21
-1.34 2.45 -1.35
-0.20 -0.07 -0.44
-5.92 2.12 -1.57
-0.53 -1.81 -3.20
1.08 -1.72 -1.59
6.21 -1.24 3.72
0.23 -0.98 -0.95
0.31 -1.56 -1.62
-2.08 0.98 -0.13
-0.48 -1.22 2.13
1.91 -0.97 -0.96
0.41 0.29 2.28
-0.26 -2.20 0.58
1.02 1.35 2.37
0.28 1.40 -0.89
-1.13 0.05 -0.42
-0.86 2.17 0.40
0.25 0.43 -2.64
-0.94 -0.35 -2.53
1.69 -2.16 0.04
-1.25 0.53 -0.03
0.31 -2.16 -1.59
1.24 -2.09 1.37
1.02 -0.10 2.88
0.07 2.23 2.06
-1.08 2.55 -0.89
-0.62 -1.35 -2.26
1.55 -1.97 -1.52
-0.10 -0.12 0.01
0.02 -0.13 0.04
0.20 -0.08 0.07
0.11 0.14 -0.02
0.00 0.13 -0.04
-0.24 0.08 -0.08
-0.11 -0.08 -0.02
0.02 -0.17 0.02
0.14 -0.02 0.04
0.11 0.10 0.02
-0.05 0.12 -0.05
-0.08 0.04 -0.03
-0.13 -0.15 -0.10
0.03 -0.08 -0.08
0.17 -0.03 -0.05
0.11 0.18 0.10
-0.06 0.02 0.02
-0.17 0.10 0.10
-0.10 -0.07 -0.05
0.04 -0.11 -0.10
0.14 -0.01 -0.03
0.10 0.11 0.05
-0.01 0.13 0.13
-0.19 -0.07 -0.04
0.15 -0.01 0.10
0.13 -0.04 -0.05
0.05 -0.02 -0.21
-0.18 0.02 -0.08
-0.09 0.02 0.05
-0.04 0.04 0.23
0.12 -0.01 0.10
0.15 -0.04 -0.06
0.01 -0.01 -0.14
-0.10 -0.02 -0.09
-0.15 0.02 0.05
-0.01 0.02 0.15
0.06 0.15 0.06
0.05 0.13 -0.10
-0.02 0.02 -0.18
-0.07 -0.17 -0.06
-0.04 -0.12 0.09
0.00 0.01 0.20
0.04 0.12 0.06
0.06 0.11 -0.08
-0.02 0.00 -0.15
-0.05 -0.13 -0.07
-0.04 -0.14 0.10
0.01 0.01 0.15
0.18 -0.01 -0.04
0.11 0.00 0.11
-0.03 -0.03 0.21
-0.19 0.00 0.02
-0.11 0.01 -0.11
0.03 -0.01 -0.19
0.15 0.00 -0.04
0.12 0.00 0.12
-0.04 -0.02 0.15
-0.15 0.00 0.05
-0.10 0.04 -0.11
0.03 0.00 -0.13

The total energy is -2366.641327 Eh. For the HOMO energy, the calculation gives -8.3 eV. The spin multiplicity is 1. The largest force on an atom is 8.37 eV/A. The HOMO-LUMO gap comes out at 6.84 eV. The SMILES is CCOB(O)c1cc(N)c(CCC(=O)Nc2ccccc2)c2nccnc12.c1ccccc1.c1ccccc1.c1ccccc1.c1ccccc1.c1ccccc1.


| no. | lowest unoccupied orbital energy (eV) |
| --- | --- |
| 1 | -4.621 |
| 2 | -1.480 |